[1]
The following is a DFT calculation (ωB97M-V/def2-TZVPD) of a 2-piece molecular cluster, C5H11NO2 overall.

- charge = 0

XYZ file:
```
19
Properties=species:S:1:pos:R:3:forces:R:3:mulliken_charge:R:1
H -1.927827 -0.092189 0.749227 -0.02 -0.12 1.38 0.39
H -2.487764 -2.231782 -0.348908 -1.10 -0.07 0.69 0.39
O -0.533942 -2.310304 -0.549182 -0.58 1.31 0.89 -0.46
H 3.224646 0.110655 -1.092568 -0.67 -0.35 -0.52 0.26
C 1.806599 0.955901 0.278453 -0.76 -0.27 0.37 -0.16
C -0.677701 0.616308 -0.574875 -1.02 -1.88 -0.74 -0.76
H -0.917907 1.693474 2.764134 1.27 -0.05 -2.70 0.18
H -1.823315 -1.463578 -1.905720 -0.14 -0.51 1.78 0.27
C -1.672718 -1.683155 -0.759885 0.92 -0.33 -4.18 -0.39
H -0.653215 0.928661 -1.616212 0.14 -0.73 -0.30 0.31
H -0.709254 1.486963 0.048778 -0.10 1.39 2.01 0.54
C 0.729766 0.013698 -0.000951 -1.63 -1.24 2.31 -0.35
H 3.765939 1.554206 -0.241503 -0.15 0.08 0.42 0.26
N -1.820256 -0.175330 -0.236925 3.00 0.54 -1.11 -0.13
C 2.933469 0.872900 -0.394383 1.81 0.79 -0.07 -0.77
O -0.390950 1.592635 1.873621 -1.66 0.05 2.49 -0.70
H 1.033419 -0.784633 -0.701517 -0.68 0.02 -0.35 0.45
H 1.583804 1.592098 1.129887 0.41 0.40 -0.45 0.35
H 0.335919 -0.479122 0.987208 0.96 0.99 -1.93 0.32
```
Positions in Å, forces in eV/Å.


[2]
The following is a DFT calculation (ωB97M-V/def2-TZVPD) of a 2-piece molecular cluster, C5H11NO2 overall.

- charge = 0

XYZ file:
```
19
Properties=species:S:1:pos:R:3:forces:R:3:mulliken_charge:R:1
H -1.577430 2.217255 -0.342243 -0.18 0.08 -0.02 0.30
H 0.899367 1.760403 -0.295733 0.08 -0.01 0.08 0.21
C -1.725082 0.645865 -1.714295 -0.14 0.88 -0.66 -1.13
O 1.718955 -2.653243 2.278883 0.00 -0.26 0.21 -0.63
O -0.640308 -0.289981 0.965224 -0.77 -0.32 -1.02 -0.50
N 1.645445 -1.490294 0.338920 0.09 0.10 -0.50 -0.29
H 1.171959 -0.769350 -0.183840 0.10 -0.08 0.10 0.22
H -2.799560 0.575228 -1.666491 -0.17 -0.22 0.35 0.31
C 1.179526 -1.849459 1.552535 -0.12 0.45 0.08 0.40
H 2.507370 -1.880963 -0.005389 -0.10 -0.01 0.10 0.20
C 0.385211 1.902821 -1.245330 -0.09 0.03 0.00 -1.14
C -1.069889 1.617773 -1.086805 0.03 -0.47 0.08 0.50
H 0.531245 2.945202 -1.533145 0.08 -0.01 -0.06 0.37
H -0.785093 -1.797526 2.414674 0.10 0.04 -0.10 0.29
C -0.077128 -1.083576 1.977481 -0.03 -0.41 0.24 -0.26
H 0.833445 1.257793 -1.999038 0.08 0.01 -0.07 0.31
H -1.260201 0.084374 -2.511651 0.23 -0.24 0.03 0.28
H 0.218107 -0.395535 2.777561 0.01 -0.14 -0.11 0.23
H -1.155941 -0.796788 0.278683 0.82 0.60 1.23 0.34
```
Positions in Å, forces in eV/Å.


[3]
The following is a DFT calculation (ωB97M-V/def2-TZVPD) of a 2-piece molecular cluster, C5H11NO2 overall.

- charge = 0

XYZ file:
```
19
Properties=species:S:1:pos:R:3:forces:R:3:mulliken_charge:R:1
H 1.855005 -0.676290 1.726883 -0.07 0.04 -0.15 0.39
H 1.241291 2.217921 0.645596 0.00 -0.16 -0.05 0.39
H 0.270267 -1.405911 1.463507 0.03 0.12 -0.06 0.39
H -1.089218 -0.916347 -0.231764 -3.26 -1.37 -0.28 0.12
H 2.057431 -0.630417 -1.199208 -0.39 0.09 0.17 0.35
H 2.654696 1.210159 0.302806 -0.08 -0.11 0.03 0.47
O 1.149962 -0.783479 -0.895525 -0.14 0.06 -0.47 -0.56
H -2.851318 -1.045754 0.638702 0.08 0.23 -0.36 0.37
H -0.848253 0.882467 -1.411120 -0.68 -0.45 -0.17 0.49
O -1.402753 1.510911 0.459588 0.57 -1.82 -1.16 -0.54
N -2.920141 -1.491651 -1.389041 0.65 -0.12 1.10 -0.64
C -0.808500 0.769423 -0.316107 3.17 2.48 1.55 -0.08
H -2.264401 -1.659477 -2.157245 -0.08 0.38 0.09 0.27
C 0.819659 -0.459850 1.443774 -0.25 0.15 0.22 -1.37
C 1.626550 1.428688 -0.004708 0.06 0.23 -0.19 -1.74
C 0.762515 0.180234 0.064772 -1.42 0.49 0.45 1.05
H 0.400735 0.203900 2.204857 -0.04 -0.02 -0.11 0.32
C -2.326349 -1.154064 -0.319362 1.99 -0.21 -0.65 -0.10
H 1.672823 1.819540 -1.026404 -0.12 0.00 0.05 0.42
```
Positions in Å, forces in eV/Å.


[4]
The following is a DFT calculation (ωB97M-V/def2-TZVPD) of one molecule with the formula C5H11NO2.

- charge = 0

XYZ file:
```
19
Properties=species:S:1:pos:R:3:forces:R:3:mulliken_charge:R:1
H -1.421572 0.875302 0.462232 -0.50 -0.67 -1.18 0.26
O 0.605166 0.475077 2.876050 -0.65 1.12 0.20 -0.54
H -1.969378 0.594555 -1.965651 -0.22 0.20 0.24 0.35
H -1.587121 -0.848520 0.096278 -0.89 -0.95 0.52 0.35
H -0.641477 -0.945949 2.464583 -2.15 0.57 -0.77 0.38
H 2.045740 -0.933232 -0.398604 -0.99 -0.44 -0.05 0.24
N 1.018777 -0.954052 -0.543345 1.66 -1.09 1.07 -0.48
C 0.207527 -0.531137 1.971286 2.05 -1.67 0.73 -0.78
C 0.324438 -0.143296 0.427263 0.71 0.21 1.83 0.18
H 0.898821 0.808165 0.585362 -0.65 -0.50 -0.82 0.21
O 0.173031 1.435411 -3.208190 0.10 -0.20 1.16 -0.51
H 1.444205 0.864006 2.642692 0.41 -0.05 -0.22 0.31
C -1.028218 0.175801 -1.593202 -0.52 1.17 -3.18 -0.33
C -0.027563 1.206092 -2.030943 0.99 1.78 -0.95 0.13
H 0.655892 -1.916318 -0.445548 0.66 0.51 -0.35 0.25
H 0.777031 -1.410084 2.335820 1.02 -0.10 -1.44 0.35
H 0.509836 1.933205 -1.228325 -1.13 -1.61 -1.27 0.19
C -1.040312 0.016622 -0.167076 -0.28 1.33 3.42 -0.86
H -0.944832 -0.701656 -2.280688 0.38 0.39 1.06 0.26
```
Positions in Å, forces in eV/Å.


[5]
The following is a DFT calculation (ωB97M-V/def2-TZVPD) of one molecule with the formula C5H11NO2.

- charge = 0

XYZ file:
```
19
Properties=species:S:1:pos:R:3:forces:R:3:mulliken_charge:R:1
H 1.332459 -0.954110 -2.101259 0.08 -0.01 0.12 0.31
C -0.547482 0.595064 1.215006 0.90 -0.22 -0.29 -0.96
C 1.073323 0.645059 -0.655264 0.94 -0.45 -0.53 -0.78
H 2.165556 0.565495 -0.662669 0.10 0.50 0.04 0.42
H -3.587060 0.919335 0.316297 -0.15 -0.13 -0.16 0.34
H 0.826109 1.704314 -0.721461 -0.18 0.01 0.11 0.41
C -1.837856 0.232280 0.501078 -0.09 0.96 -0.67 0.76
H 0.271599 -1.910766 1.130583 -0.11 0.21 -0.40 0.32
H -0.317680 -0.598314 -1.760789 -0.28 0.42 -0.56 0.25
O -2.789158 1.142790 0.808055 -0.03 0.00 0.52 -0.46
H 0.757577 0.495196 -2.810546 -0.52 0.22 -0.16 0.34
H 1.634030 -1.635933 0.083701 0.32 -0.08 0.15 0.33
C 0.644073 -0.121967 -1.927975 0.35 -0.62 0.75 -0.91
O -2.015314 -0.591810 -0.351155 0.05 -0.52 0.30 -0.57
H -0.596358 0.255175 2.242012 -0.16 -0.13 0.32 0.43
H -0.481440 1.681047 1.265234 -0.32 0.13 -0.01 0.34
C 1.109245 -1.218664 0.937563 -0.90 -0.82 0.23 -0.96
H 1.680200 -1.324744 1.863911 0.51 0.44 -0.13 0.27
N 0.678181 0.120553 0.627676 -0.51 0.09 0.36 0.09
```
Positions in Å, forces in eV/Å.


[6]
The following is a DFT calculation (ωB97M-V/def2-TZVPD) of one molecule with the formula C5H11NO2.

- charge = 0

XYZ file:
```
19
Properties=species:S:1:pos:R:3:forces:R:3:mulliken_charge:R:1
H -1.279816 -0.857509 1.873559 -0.01 -0.05 0.13 0.31
H 0.161708 -1.869534 2.061841 -0.09 -0.01 0.07 0.35
N 0.118001 -0.741482 0.344076 1.00 -0.93 -0.14 -0.01
H 2.196873 -0.452743 0.833001 0.01 -0.03 -0.24 0.39
H -0.011142 1.891285 1.157657 -0.03 0.06 0.04 0.37
C 1.550434 -0.603438 -0.049253 -0.98 -0.70 1.42 -0.25
O 1.345114 0.536544 -0.814809 -2.47 0.43 0.10 -0.50
H -2.044151 0.038765 -1.415383 -0.07 -0.08 -0.07 0.33
H -1.687317 1.449509 0.778286 -0.05 -0.05 -0.01 0.34
H -0.885603 1.004526 -2.348854 -0.05 0.09 -0.09 0.34
H 1.705780 -1.671344 -1.621363 -0.06 -0.05 0.11 0.34
C -0.213777 0.428241 -0.401348 1.78 0.93 -1.10 1.42
O 2.066096 -1.687791 -0.724366 0.37 0.15 -0.27 -0.50
C -0.199286 -0.892403 1.744290 0.14 0.16 -0.17 -1.00
C -0.991262 0.161764 -1.670923 0.14 0.19 0.27 -1.50
H -0.777115 2.487142 -0.326374 -0.02 0.09 0.00 0.41
H 0.268548 -0.127967 2.378355 -0.06 0.01 0.11 0.38
C -0.702394 1.643786 0.354997 0.50 -0.14 -0.17 -1.57
H -0.620689 -0.737350 -2.153390 -0.05 -0.08 0.00 0.38
```
Positions in Å, forces in eV/Å.


[7]
The following is a DFT calculation (ωB97M-V/def2-TZVPD) of a 2-piece molecular cluster, C5H11NO2 overall.

- charge = 0

XYZ file:
```
19
Properties=species:S:1:pos:R:3:forces:R:3:mulliken_charge:R:1
H 1.346502 -0.263417 -1.801400 1.61 0.33 -0.14 0.37
N -0.484593 1.292460 0.432763 -1.65 0.86 0.07 -0.28
C -1.176779 1.942022 1.144178 -0.07 0.54 0.06 0.52
O -1.863107 2.691195 1.742275 0.15 -0.44 -0.09 -0.52
C 0.434363 -0.203737 -1.283708 -1.63 -0.12 0.41 -1.59
O -2.377416 -1.317283 -1.891258 2.45 1.69 2.18 -0.61
H 0.084627 -1.198838 -1.248954 -0.22 -1.51 0.02 0.41
H 1.987792 1.436033 1.496364 -0.70 -1.70 -0.35 0.35
C 0.434866 0.281766 0.193884 3.34 -0.55 0.29 1.51
H -0.284679 0.180797 -2.011534 -0.02 0.90 0.62 0.41
C 0.238493 -0.917898 1.182143 1.25 1.96 -1.50 -1.66
C 1.848102 0.845561 0.529065 -0.19 0.37 1.38 -1.66
H -3.103173 -1.843437 -2.096816 -2.03 -1.45 -0.17 0.30
H 2.079154 1.684170 -0.059786 0.49 0.64 -1.90 0.47
H -0.724673 -1.163965 0.935190 -2.44 -1.71 -0.06 0.44
H 2.551290 0.016390 0.429325 0.28 0.45 0.06 0.39
H -2.258674 -1.271043 -0.894122 -0.59 -0.28 -2.04 0.32
H 0.989885 -1.682074 1.051189 -0.08 -0.27 -0.20 0.37
H 0.278012 -0.508695 2.151210 0.04 0.27 1.36 0.46
```
Positions in Å, forces in eV/Å.


[8]
The following is a DFT calculation (ωB97M-V/def2-TZVPD) of one molecule with the formula C5H11NO2.

- charge = 0

XYZ file:
```
19
Properties=species:S:1:pos:R:3:forces:R:3:mulliken_charge:R:1
H 2.768088 0.516346 0.011511 -0.14 0.04 0.12 0.32
H 2.315212 0.309719 1.709387 -0.12 -0.07 -0.12 0.29
C 2.129596 -0.053627 0.693523 0.51 -0.36 -0.02 -1.44
H 2.459523 -1.096732 0.641379 -0.19 0.17 -0.01 0.39
O -0.291000 -1.635914 -1.047931 0.67 0.03 0.55 -0.44
C -1.009015 1.441554 -1.247939 -0.58 -0.04 -0.75 -1.27
C 0.259017 1.288163 -0.492957 -0.30 -1.30 1.75 -0.31
H -1.298933 -0.845033 2.000175 0.16 0.09 -0.26 0.30
C -1.386261 -1.198827 0.968462 -0.17 -0.01 0.10 -0.78
H 0.281913 -2.423037 -1.075376 -0.37 0.41 -0.12 0.32
H 1.047330 1.919939 -0.884710 0.36 0.13 0.63 0.43
H -1.069018 2.452526 -1.665689 0.02 -0.11 0.08 0.38
O 0.046763 1.201702 0.977711 0.78 0.07 -1.11 -0.54
H -1.890567 1.305078 -0.617492 0.21 -0.14 -0.06 0.31
H -1.048518 0.741248 -2.087694 -0.10 0.04 0.11 0.24
H -2.136139 -0.598419 0.445791 0.04 0.08 0.04 0.27
C 0.671077 0.090463 0.342138 -1.16 0.52 -1.02 1.29
N -0.085172 -1.189307 0.315208 0.14 0.35 0.20 -0.04
H -1.763894 -2.225840 1.014503 0.25 0.11 -0.12 0.28
```
Positions in Å, forces in eV/Å.


[9]
The following is a DFT calculation (ωB97M-V/def2-TZVPD) of one molecule with the formula C5H11NO2.

- charge = 0

XYZ file:
```
19
Properties=species:S:1:pos:R:3:forces:R:3:mulliken_charge:R:1
H -2.844808 -1.451682 1.351929 -0.04 -0.05 -0.03 0.36
C -0.168132 0.501397 0.336274 -0.45 0.07 -0.79 0.25
H -2.738005 0.309719 1.112069 -0.06 -0.01 0.03 0.34
O -0.274226 -1.963614 0.753098 0.13 -0.18 0.42 -0.54
H 2.296708 -0.575983 -1.646266 -0.01 0.01 0.01 0.33
H -1.253758 -0.898179 -0.632993 -0.42 -0.11 1.39 0.25
O -0.527953 1.552789 0.824070 0.18 -0.16 0.02 -0.59
C -2.189578 -0.584788 1.394203 0.19 -0.12 -0.32 -1.31
C -1.001227 -0.785179 0.468292 -0.27 0.00 -0.88 0.35
C 0.916777 1.667752 -1.468104 0.10 0.12 0.31 -0.95
N 0.704048 0.426221 -0.746072 0.40 0.60 0.01 0.14
H 1.620482 -1.362634 -0.209193 0.14 0.00 -0.02 0.29
H -1.846424 -0.451064 2.421273 0.04 0.03 0.03 0.35
H -0.038518 2.176621 -1.569908 0.05 0.09 -0.05 0.31
H 2.653918 0.079375 -0.034212 0.10 -0.03 -0.03 0.32
H 1.315461 1.428422 -2.453431 -0.01 -0.02 -0.01 0.31
C 1.888372 -0.406433 -0.649494 -0.07 -0.30 0.01 -0.90
H -0.128364 -2.001753 1.707161 -0.01 -0.02 -0.09 0.36
H 1.615229 2.339015 -0.958695 0.02 0.07 -0.01 0.32
```
Positions in Å, forces in eV/Å.


[10]
The following is a DFT calculation (ωB97M-V/def2-TZVPD) of one molecule with the formula C5H11NO2.

- charge = 0

XYZ file:
```
19
Properties=species:S:1:pos:R:3:forces:R:3:mulliken_charge:R:1
H 0.098757 -2.520666 -0.232689 0.03 0.02 0.15 0.40
C -0.023920 -1.748079 -0.986242 0.00 0.05 -0.05 -1.67
H -0.158099 0.707852 -1.906557 0.05 0.07 0.04 0.42
H 1.520371 -0.576979 0.866935 -0.10 0.06 -0.07 0.24
C -2.270678 -0.144253 0.921271 -0.43 0.08 -0.32 -0.35
H -0.871937 -2.016027 -1.611724 -0.15 0.06 0.02 0.40
C 1.038677 0.189039 0.248325 0.65 0.28 -0.88 0.12
H -2.887284 -0.410477 1.771254 -0.05 0.12 0.23 0.29
H 1.788959 1.907636 1.308917 0.06 0.03 0.07 0.42
C -0.257301 -0.382199 -0.337530 -0.49 -0.47 1.54 1.27
H 0.274588 1.251377 1.948657 0.02 0.04 0.10 0.37
N -1.112371 -0.617859 0.867337 0.79 -0.20 -1.01 -0.54
H 0.264648 2.188552 0.446687 -0.02 0.05 -0.02 0.33
H -2.722694 0.476759 0.146800 0.09 0.02 -0.08 0.23
H 0.868507 -1.733931 -1.605425 0.08 0.11 -0.10 0.33
C 0.827932 1.471109 1.040091 0.04 -0.28 -0.27 -1.39
O -0.827138 0.535541 -1.232420 -0.25 0.00 -0.05 -0.64
H 2.592219 0.998950 -0.709348 -0.08 -0.05 0.03 0.32
O 1.856764 0.423655 -0.944341 -0.24 0.02 0.68 -0.56
```
Positions in Å, forces in eV/Å.


[11]
The following is a DFT calculation (ωB97M-V/def2-TZVPD) of C5H11NO2 as an isolated structure.

- charge = 0

XYZ file:
```
19
Properties=species:S:1:pos:R:3:forces:R:3:mulliken_charge:R:1
H 0.918080 0.386081 2.127700 0.20 0.04 -0.11 0.33
H -2.330170 -0.686703 -1.274089 0.06 0.06 -0.05 0.26
H -1.419247 2.423544 0.318565 0.10 0.08 0.24 0.22
O 1.892144 -1.362975 0.635018 -0.34 0.53 -0.47 -0.40
O -0.375630 -0.343590 -0.764621 0.49 -0.51 -0.24 -0.42
C -0.847936 0.431263 0.870184 0.49 1.68 1.50 0.19
C -1.378923 -1.227996 -1.188588 0.57 -0.08 0.08 -0.81
C 1.446533 -0.196366 0.149898 0.07 -0.60 -0.33 1.13
C -1.700835 1.500841 0.813208 0.33 -0.60 0.20 -1.08
N 2.136169 0.342580 -0.892198 -0.38 -0.09 0.16 -0.58
H 2.396346 -0.314113 -1.619305 0.01 0.04 0.09 0.25
H -1.543909 -2.051764 -0.477172 0.08 -0.03 -0.06 0.30
H -2.679686 1.444227 1.271732 -0.13 -0.14 -0.43 0.28
H 1.636876 1.125980 -1.296120 0.06 0.00 0.06 0.28
H 2.515198 -1.763323 0.011130 -0.14 -0.10 0.11 0.33
C 0.697035 0.659744 1.096147 -1.26 -0.02 -0.31 -1.22
H -1.191575 -0.430305 1.441993 0.01 -0.10 -0.35 0.31
H 0.936679 1.711880 0.939222 0.02 -0.08 -0.05 0.37
H -1.107147 -1.649007 -2.162703 -0.25 -0.08 -0.02 0.26
```
Positions in Å, forces in eV/Å.


[12]
The following is a DFT calculation (ωB97M-V/def2-TZVPD) of one molecule with the formula C5H11NO2.

- charge = 0

XYZ file:
```
19
Properties=species:S:1:pos:R:3:forces:R:3:mulliken_charge:R:1
C -1.561216 1.707447 1.436990 0.18 -0.30 1.11 -0.53
H 0.360432 2.365008 0.788003 -0.06 -0.20 -0.72 0.25
H -1.845098 0.549284 3.290401 -0.85 1.03 0.17 0.33
C -2.253409 0.625907 2.269108 1.61 -1.01 0.21 -1.10
C 1.185078 -1.050616 -1.412335 0.16 -0.47 -0.27 0.47
H 1.675286 -0.530964 0.670423 0.00 -0.51 -0.16 0.35
H -2.218519 1.883599 0.585121 0.45 0.35 -0.25 0.31
H 1.938806 0.761206 -0.445001 0.08 -0.10 -0.56 0.34
H 0.215977 -2.635444 -1.803188 0.01 -0.70 -1.17 0.32
C -0.130981 1.411528 1.016471 0.22 -0.81 -0.23 -0.46
N -0.076361 0.429424 -0.070206 0.45 0.89 -0.50 -0.37
O 1.717512 -1.020315 -2.486685 0.17 0.26 0.31 -0.55
C 1.286568 -0.088220 -0.258292 -1.01 0.59 0.32 -0.47
H -1.523727 2.593739 2.078457 -0.20 0.19 -0.38 0.36
H 0.544885 0.988224 1.781722 -0.67 0.26 0.78 0.31
H -1.902014 -0.388998 2.032108 -0.61 0.02 -1.06 0.29
O 0.298674 -2.025960 -1.089313 0.03 0.72 1.32 -0.45
H -3.319872 0.743435 2.133880 -0.21 -0.37 0.68 0.30
H -0.778137 -0.302059 -0.033944 0.27 0.17 0.39 0.29
```
Positions in Å, forces in eV/Å.


no.,F_max (Eh/bohr),frontier orbital gap (Ha),E (eV)
1,0.08342,0.161,-10939.2536
2,0.03098,0.379,-10947.9544
3,0.08391,0.361,-10945.7364
4,0.07155,0.374,-10946.2264
5,0.02407,0.329,-10948.1238
6,0.04869,0.359,-10947.4806
7,0.07182,0.386,-10947.5094
8,0.04280,0.362,-10945.4809
9,0.02833,0.361,-10947.9154
10,0.03274,0.390,-10947.8600
11,0.04485,0.246,-10944.5595
12,0.03715,0.357,-10948.1458